1.
Density functional theory data (ωB97M-V/def2-TZVPD) for a structure of composition C25H20ClMnN6O4.

Geometry as ORCA input:
```
! RIJCOSX wB97M-V def2-TZVPD def2/J DEFGRID3
* xyz 1 6
Mn -0.55 -0.29 -0.06
C -3.90 1.21 -4.55
C -3.13 1.83 -3.58
C -2.38 1.06 -2.71
C -2.41 -0.32 -2.81
C -3.17 -0.95 -3.78
C -3.92 -0.18 -4.65
N -1.62 -1.05 -1.86
N -1.76 -2.28 -1.93
C -1.01 -3.07 -1.00
C -1.17 -4.43 -1.10
C -0.48 -5.24 -0.21
C 0.35 -4.64 0.73
C 0.46 -3.26 0.74
N -0.21 -2.48 -0.11
H -4.48 1.81 -5.24
H -3.12 2.91 -3.50
H -1.78 1.53 -1.94
H -3.18 -2.03 -3.85
H -4.51 -0.66 -5.41
H -1.84 -4.84 -1.85
H -0.58 -6.31 -0.24
H 0.91 -5.23 1.45
H 1.09 -2.75 1.46
O -1.25 0.27 5.66
C 0.04 0.41 5.43
O 0.84 0.68 6.29
C 0.50 0.19 4.01
C 1.83 0.18 3.60
Cl 3.20 0.30 4.59
N 1.87 -0.01 2.26
N 0.61 -0.13 1.79
C -0.21 0.00 2.82
C -1.69 -0.07 2.53
O -2.48 -0.09 3.47
O -2.01 -0.09 1.29
C 2.97 -0.04 1.33
C 4.21 0.52 1.62
C 5.22 0.48 0.68
C 5.03 -0.12 -0.55
C 3.80 -0.68 -0.84
C 2.78 -0.64 0.09
H -1.78 0.08 4.84
H 4.39 1.02 2.56
H 6.18 0.92 0.93
H 5.83 -0.15 -1.28
H 3.62 -1.16 -1.79
H 1.85 -1.13 -0.16
C -0.90 5.04 -1.05
C 0.12 4.35 -0.13
C 0.11 2.90 -0.32
N 0.09 1.76 -0.48
H -0.85 6.11 -0.89
H -1.91 4.70 -0.82
H -0.68 4.83 -2.09
H -0.10 4.54 0.92
H 1.13 4.69 -0.32
*
```

Results
- orbital gap (spin up / spin down) (Ha) = 0.276 / 0.271
- HOMO level (spin up / spin down) (eV) = -12.00 / -12.00
- maximum force (hartree/bohr) = 0.0106
- E_tot (eV) = -87219.15067



2.
Density functional theory data (ωB97M-V/def2-TZVPD) for a cluster of 5 separate species, C25H20F40O5 in total at a distorted geometry.

Geometry as ORCA input:
```
! RIJCOSX wB97M-V def2-TZVPD def2/J DEFGRID3
* xyz 0 1
C 1.33 -25.74 -21.87
C 2.73 -25.14 -22.02
C 3.63 -25.45 -20.83
F 3.86 -26.80 -20.90
F 4.82 -24.85 -20.99
F 3.29 -25.66 -23.15
F 2.55 -23.79 -22.24
O 0.73 -25.32 -20.64
C -0.31 -26.15 -20.30
C -1.02 -25.33 -19.15
F -1.17 -24.05 -19.53
F -2.21 -25.90 -18.85
F -1.26 -26.21 -21.28
F 0.12 -27.34 -19.89
H 1.50 -26.82 -22.03
H 0.67 -25.39 -22.66
H 3.15 -25.26 -19.87
H -0.37 -25.33 -18.28
C 6.59 -19.77 -20.24
C 6.76 -20.92 -19.26
C 6.83 -22.30 -19.91
F 6.81 -23.31 -19.02
F 5.69 -22.41 -20.68
F 7.80 -20.74 -18.40
F 5.64 -20.96 -18.45
O 7.43 -19.84 -21.38
C 8.79 -19.73 -21.21
C 9.31 -19.05 -22.48
F 10.59 -18.63 -22.28
F 9.30 -19.94 -23.50
F 9.08 -19.00 -20.13
F 9.32 -20.96 -21.07
H 6.67 -18.83 -19.69
H 5.57 -19.87 -20.60
H 7.61 -22.49 -20.65
H 8.68 -18.22 -22.80
C -2.91 -27.97 -25.52
C -3.18 -28.97 -24.36
C -3.02 -28.23 -23.02
F -4.02 -27.33 -22.93
F -3.07 -29.12 -21.99
F -4.44 -29.43 -24.53
F -2.32 -30.01 -24.56
O -1.71 -27.25 -25.48
C -0.56 -27.86 -25.90
C 0.46 -26.77 -26.27
F 0.52 -25.88 -25.27
F 1.65 -27.38 -26.42
F -0.06 -28.49 -24.81
F -0.77 -28.76 -26.85
H -3.74 -27.27 -25.59
H -3.01 -28.60 -26.41
H -2.04 -27.75 -23.00
H 0.16 -26.29 -27.21
C 3.97 -31.96 -22.92
C 4.46 -33.39 -23.11
C 3.44 -34.50 -23.36
F 2.37 -34.45 -22.55
F 2.97 -34.41 -24.65
F 5.18 -33.32 -24.29
F 5.38 -33.72 -22.17
O 2.82 -31.89 -22.10
C 2.25 -30.65 -21.96
C 0.73 -30.85 -21.90
F 0.36 -31.92 -21.17
F 0.13 -29.71 -21.49
F 2.71 -30.16 -20.77
F 2.64 -29.79 -22.90
H 3.68 -31.59 -23.90
H 4.83 -31.37 -22.59
H 3.85 -35.51 -23.30
H 0.43 -31.08 -22.93
C 8.06 -25.92 -22.29
C 8.09 -25.10 -23.58
C 9.03 -25.64 -24.65
F 10.32 -25.46 -24.32
F 8.79 -26.98 -24.78
F 6.82 -24.90 -24.01
F 8.52 -23.85 -23.19
O 9.39 -26.06 -21.78
C 9.77 -27.27 -21.27
C 11.25 -27.18 -20.97
F 11.52 -26.30 -19.98
F 11.72 -28.42 -20.64
F 9.04 -27.48 -20.13
F 9.54 -28.26 -22.16
H 7.62 -26.90 -22.48
H 7.56 -25.40 -21.47
H 8.81 -25.17 -25.61
H 11.85 -26.86 -21.83
*
```

Results
- orbital gap (Ha) = 0.447
- HOMO level (eV) = -11.76
- SMILES = FC(F)C(F)(F)COC(F)(F)C(F)F.FC(F)C(F)(F)COC(F)(F)C(F)F.FC(F)C(F)(F)COC(F)(F)C(F)F.FC(F)C(F)(F)COC(F)(F)C(F)F.FC(F)C(F)(F)COC(F)(F)C(F)F
- maximum force (hartree/bohr) = 0.0696
- E_tot (eV) = -145186.30742



3.
Density functional theory data (ωB97M-V/def2-TZVPD) for a structure of composition C25H20FN2O8S3 at a distorted geometry.

Geometry as ORCA input:
```
! RIJCOSX wB97M-V def2-TZVPD def2/J DEFGRID3
* xyz -1 1
C -0.14 5.02 -0.54
C 1.04 4.43 -0.02
C 0.98 3.58 1.07
C -0.28 3.24 1.59
S -0.64 2.28 3.10
C -0.77 0.45 2.19
C -0.86 -0.40 3.25
C -0.95 -1.76 2.83
C -1.00 -2.88 3.63
C -0.85 -2.69 5.02
N -1.09 -3.86 5.86
O -1.08 -3.74 7.12
O -1.31 -4.93 5.27
C -0.64 -1.44 5.64
C -0.62 -0.26 4.73
O 0.66 2.26 3.79
O -1.82 2.74 3.82
C -1.43 3.81 1.10
C -1.38 4.66 0.03
H -0.09 5.74 -1.33
H 1.99 4.69 -0.51
H 1.92 3.17 1.48
H 0.14 0.45 1.40
H -0.93 -1.88 1.73
H -1.32 -3.85 3.24
H -0.63 -1.28 6.73
H -0.24 0.65 5.19
H -2.37 3.59 1.61
H -2.32 5.07 -0.37
C 2.01 -4.30 0.14
C 2.72 -4.23 -1.08
C 2.07 -3.78 -2.23
C 0.76 -3.34 -2.10
S -0.13 -2.90 -3.58
N 0.04 -1.33 -3.29
F -1.83 0.36 1.27
S -0.93 -0.46 -4.24
C -0.08 1.10 -4.02
C -0.89 2.19 -3.71
C -0.32 3.43 -3.58
C 1.06 3.60 -3.68
C 1.87 2.49 -4.01
C 1.29 1.25 -4.24
O -0.76 -0.78 -5.64
O -2.27 -0.28 -3.70
O 0.74 -3.39 -4.63
O -1.52 -3.36 -3.48
C 0.07 -3.30 -0.89
C 0.70 -3.85 0.24
H 2.51 -4.74 1.02
H 3.77 -4.55 -1.14
H 2.56 -3.77 -3.19
H -1.97 2.01 -3.59
H -0.99 4.29 -3.36
H 1.51 4.57 -3.52
H 2.96 2.62 -4.11
H 1.88 0.39 -4.59
H -0.92 -2.85 -0.86
H 0.13 -3.93 1.16
*
```

Results
- orbital gap (Ha) = 0.220
- HOMO level (eV) = -5.70
- maximum force (hartree/bohr) = 0.1823
- E_tot (eV) = -80827.62474